Record 1
Here is a structure of composition C30H75BCdF4K2N5O4S in a non-equilibrium geometry from the OMol25 dataset. Energies are from ωB97M-V/def2-TZVPD.

As for the energy above the lowest of the compared OMol25 structures with the same formula, charge and spin: 12.8 kcal/mol. The value obtained for the HOMO energy is -9.7310 eV. For the frontier orbital gap, the calculation gives 6.07 eV. The total charge is +1.

Geometry (Å):
K -18.91850 16.25907 -9.70768
K -17.34634 18.72973 -6.84441
Cd -19.44289 21.62597 -11.61945
S -18.45822 20.32402 -9.62405
O -17.94356 20.55251 -10.99671
O -18.72148 18.90451 -9.34602
O -17.59896 20.92598 -8.62759
O -19.68627 21.12062 -9.76864
B -20.81768 21.03602 -13.31015
F -20.99784 22.22216 -12.70141
F -19.46750 21.03172 -13.55206
F -21.05801 20.16822 -12.25668
F -21.61042 20.79874 -14.41226
C -16.77064 25.05438 -10.82107
C -17.47173 23.71024 -11.09482
N -18.91973 23.72826 -11.40556
C -19.18124 24.64013 -12.51387
C -18.38667 24.45074 -13.79401
C -19.61985 24.22079 -10.17628
C -21.13533 24.01944 -10.26185
H -15.71718 24.88554 -10.59789
H -17.18919 25.66308 -10.01957
H -16.73248 25.69335 -11.70331
H -16.85513 23.25185 -11.86798
H -17.27599 23.03662 -10.26054
H -20.24288 24.59465 -12.75665
H -18.97827 25.66540 -12.20446
H -18.76298 25.16470 -14.52666
H -17.33209 24.70634 -13.69094
H -18.49235 23.45244 -14.21869
H -19.42857 25.27748 -9.98941
H -19.24766 23.69831 -9.29504
H -21.45531 23.02724 -10.58005
H -21.52770 24.74962 -10.96965
H -21.53297 24.21622 -9.26623
C -19.67549 15.99372 -13.71631
C -18.16688 15.78264 -13.80704
N -17.54865 16.27841 -12.56161
C -17.44478 17.76718 -12.51966
C -16.45360 18.31992 -13.55401
C -16.27783 15.63880 -12.34452
C -16.46658 14.21294 -11.81921
H -20.09706 15.40119 -14.52827
H -19.89938 17.05463 -13.82785
H -20.06708 15.66699 -12.75298
H -18.02814 14.71120 -13.95153
H -17.73625 16.16818 -14.73115
H -17.09826 17.97563 -11.50744
H -18.42873 18.23070 -12.59098
H -16.48671 19.40906 -13.52610
H -16.50086 17.91738 -14.56585
H -15.47202 18.05641 -13.16009
H -15.68243 15.56162 -13.25427
H -15.63649 16.21605 -11.67851
H -15.51214 13.85259 -11.43543
H -17.14772 14.11181 -10.97428
H -16.78299 13.47029 -12.55164
C -21.27914 17.23496 -6.83924
C -22.29409 17.17578 -7.97468
N -21.81938 16.29500 -9.10092
C -21.71721 14.89016 -8.73496
C -23.08706 14.20030 -8.39309
C -22.62000 16.56469 -10.32173
C -22.01096 17.80963 -10.95912
H -20.31394 17.36165 -7.32958
H -21.30042 16.36558 -6.18213
H -21.42968 18.05208 -6.13372
H -23.16781 16.73292 -7.49658
H -22.54575 18.17586 -8.32769
H -21.17808 14.36673 -9.52455
H -21.15198 14.81099 -7.80634
H -23.72715 14.69413 -7.66199
H -23.64972 13.96817 -9.29732
H -22.88476 13.16916 -8.10337
H -23.65455 16.77366 -10.04945
H -22.69366 15.73052 -11.01946
H -22.63310 18.14966 -11.78702
H -20.99883 17.69741 -11.34785
H -22.02811 18.67010 -10.29024
C -26.82282 20.12350 -10.93293
C -26.49750 21.53082 -10.28994
N -25.10236 21.77778 -10.15274
C -24.44386 20.93110 -9.16716
C -23.07610 21.44629 -8.68218
C -24.41756 21.79237 -11.40396
C -24.96462 22.86651 -12.29565
H -26.54364 20.06754 -11.98508
H -27.84373 19.76792 -10.79370
H -26.12679 19.37081 -10.56270
H -26.98286 22.40492 -10.72407
H -27.03630 21.57615 -9.34350
H -25.10455 20.85026 -8.30399
H -24.38522 19.88688 -9.47424
H -22.76432 21.05262 -7.71475
H -22.25976 21.18755 -9.35652
H -23.00084 22.52864 -8.57749
H -24.36211 20.83463 -11.92139
H -23.37386 22.05450 -11.23050
H -25.81212 22.46282 -12.84962
H -24.25764 23.12861 -13.08278
H -25.22186 23.78604 -11.76991
C -12.48118 18.15817 -12.16442
C -12.56996 19.58712 -12.71695
N -12.74752 20.60435 -11.64067
C -14.10913 20.46788 -11.14482
C -14.37881 21.40370 -9.96263
C -12.36909 21.95782 -12.13020
C -10.83401 22.12643 -12.16275
H -11.83829 18.10867 -11.28558
H -11.97462 17.56450 -12.92538
H -13.45293 17.69906 -11.98267
H -11.67283 19.80477 -13.29651
H -13.31340 19.63228 -13.51278
H -14.84449 20.60683 -11.93731
H -14.28577 19.43427 -10.84727
H -14.93898 22.30300 -10.21869
H -14.97694 20.88304 -9.21480
H -13.49011 21.67342 -9.39204
H -12.80153 22.76538 -11.53948
H -12.84872 22.11854 -13.09572
H -10.62358 23.19202 -12.07144
H -10.44725 21.83843 -13.14028
H -10.31425 21.51419 -11.42580

Atom charges from the Mulliken analysis, given in e for atoms 1 to 2:
1 K 0.7157
2 K 0.9876

Record 2
Here is a cluster of 8 separate species, C30H75NO8 in total in a non-equilibrium geometry from the OMol25 dataset. Energies are from ωB97M-V/def2-TZVPD.

As for the energy above the lowest of the compared OMol25 structures with the same formula, charge and spin: 97.0 kcal/mol. Its SMILES is CC1(C)CCCC(C)(C)N1O.CC(C)O.CC(C)O.CC(C)O.CC(C)O.CC(C)O.CC(C)O.CC(C)O. The value obtained for the HOMO energy is -8.1953 eV. For the frontier orbital gap, the calculation gives 8.52 eV.

Geometry (Å):
C 6.39900 1.03280 4.68534
C 7.91395 1.50827 4.88492
C 8.85976 0.50237 4.22069
C 8.03284 2.86366 4.10514
C 9.30936 3.65250 4.41227
C 9.42087 3.91307 5.90611
C 9.25428 2.65001 6.81366
C 10.45787 1.84364 6.94510
C 8.78107 3.12530 8.21951
N 8.14424 1.75836 6.31119
O 7.84413 0.59955 7.14313
H 6.15798 0.76843 3.65572
H 6.15376 0.09765 5.18880
H 5.83056 1.94482 4.86751
H 8.79182 0.57199 3.13504
H 9.88290 0.47498 4.59556
H 8.60563 -0.53962 4.41504
H 8.07744 2.60848 3.04637
H 7.12824 3.42794 4.33183
H 10.20593 3.11068 4.11110
H 9.42312 4.56319 3.82422
H 8.68707 4.59968 6.32825
H 10.40754 4.32935 6.10931
H 10.82117 1.56868 5.95490
H 10.46625 0.92257 7.52790
H 11.20013 2.51271 7.38042
H 8.60158 2.40632 9.01886
H 7.89606 3.73041 8.02277
H 9.44014 3.83011 8.72644
H 8.69919 0.19073 7.29590
C -4.84707 0.33644 -7.97070
C -4.80392 1.35846 -9.11181
C -4.52182 0.69450 -10.43260
O -6.03816 2.01099 -9.17271
H -5.87531 0.01141 -7.81201
H -4.54513 0.83945 -7.05205
H -4.24999 -0.57055 -8.06537
H -3.99989 2.07787 -8.95658
H -5.35973 0.04773 -10.69279
H -3.81388 -0.13096 -10.35822
H -4.28846 1.44291 -11.18992
H -6.26653 2.33126 -8.29700
C -7.02718 -4.20403 -0.25985
C -6.99449 -5.09083 -1.59325
C -7.63709 -4.33674 -2.78312
O -5.64563 -5.33478 -1.72820
H -8.03762 -4.00958 0.09971
H -6.44080 -3.28588 -0.29538
H -6.63184 -4.84654 0.52691
H -7.40781 -6.06489 -1.33158
H -7.55195 -4.78520 -3.77294
H -7.38854 -3.27899 -2.69655
H -8.70699 -4.35611 -2.57564
H -5.25671 -5.64233 -0.90616
C -1.47049 4.57650 4.47277
C -2.65499 5.38477 4.95604
C -3.69946 5.37992 3.89237
O -3.22142 4.70545 6.11773
H -0.76113 4.36625 5.27321
H -0.86758 5.08781 3.72233
H -1.75136 3.63916 3.99255
H -2.35859 6.40854 5.18436
H -3.36389 5.72923 2.91591
H -4.50434 6.10359 4.02108
H -4.17266 4.39993 3.83072
H -2.46221 4.79080 6.69903
C -0.30902 1.19812 -1.21673
C -1.39134 0.33583 -0.63321
C -0.89377 -0.61593 0.47927
O -2.61430 0.94229 -0.22103
H 0.43346 1.37832 -0.43933
H -0.76451 2.01710 -1.77342
H 0.25356 0.56285 -1.90086
H -1.67890 -0.32094 -1.45424
H 0.03516 -1.11987 0.21237
H -1.70270 -1.32244 0.66523
H -0.80497 -0.01100 1.38164
H -2.90972 0.36876 0.48988
C 0.56311 -7.28107 -0.27826
C 0.11669 -7.91261 1.05418
C 0.76354 -7.10343 2.23065
O -1.29124 -7.87570 1.22219
H 1.64150 -7.18143 -0.40174
H 0.24254 -6.24091 -0.33659
H 0.14533 -7.80299 -1.13916
H 0.46564 -8.94105 0.96127
H 1.80173 -7.36776 2.43165
H 0.34133 -7.23133 3.22738
H 0.66971 -6.02189 2.13286
H -1.47842 -8.00832 2.15438
C -8.88487 4.18313 -1.85858
C -8.62012 3.41384 -3.09406
C -9.51401 2.14882 -3.13692
O -8.75197 4.15022 -4.23772
H -8.04647 4.83338 -1.60886
H -8.94470 3.56148 -0.96523
H -9.66340 4.94382 -1.91658
H -7.60135 3.02773 -3.06042
H -9.24867 1.66847 -4.07871
H -10.59469 2.28640 -3.17311
H -9.37819 1.48186 -2.28556
H -9.56678 4.65123 -4.15605
C 3.44339 -2.67937 -5.18028
C 2.82422 -3.32947 -6.49829
C 1.34534 -2.91719 -6.64197
O 3.42570 -2.73192 -7.63109
H 2.70360 -2.85454 -4.39918
H 3.57349 -1.60112 -5.27284
H 4.34756 -3.11533 -4.75541
H 2.87339 -4.41779 -6.53338
H 0.80858 -3.16537 -7.55761
H 1.26983 -1.82987 -6.63059
H 0.82531 -3.09625 -5.70090
H 3.47091 -3.41052 -8.30863

Atom charges from the Mulliken analysis, given in e for atoms 1 to 2:
1 C -1.6550
2 C 1.3712